Entry 1:
{"formula": "C40H46IrN6O2STe", "method": "ωB97M-V with the def2-TZVPD basis set", "largest_force_ev_per_a": 3.72, "homo_ev": [-5.0, -5.2], "s_squared": 0.791, "multiplicity": 2, "charge": 0, "e_tot_ev": -76226.1569, "symbols": ["Ir", "N", "C", "C", "C", "C", "C", "N", "C", "C", "C", "C", "C", "N", "H", "H", "H", "H", "H", "H", "H", "H", "H", "N", "C", "N", "C", "C", "C", "C", "C", "C", "S", "H", "H", "H", "H", "H", "H", "C", "C", "O", "N", "Te", "C", "C", "C", "C", "C", "C", "C", "C", "C", "C", "C", "C", "C", "C", "C", "C", "C", "C", "H", "H", "H", "H", "H", "H", "H", "H", "H", "H", "H", "H", "H", "H", "H", "H", "H", "H", "H", "H", "H", "H", "H", "H", "H", "C", "O", "C", "C", "H", "H", "H", "H", "H", "H"], "positions_angstrom": [[1.97818, -0.70352, 1.21257], [4.10625, 0.36278, 3.79559], [3.13004, 1.30789, 3.57633], [3.05723, 2.36660, 4.49283], [2.09264, 3.34701, 4.34812], [1.22663, 3.26104, 3.25107], [1.36597, 2.19484, 2.39986], [2.27018, 1.21635, 2.54526], [4.63706, -0.67981, 3.06394], [5.81057, -1.25562, 3.55744], [6.41772, -2.29773, 2.88012], [5.82131, -2.73368, 1.68875], [4.67539, -2.11933, 1.25952], [4.05248, -1.12674, 1.93003], [4.65845, 0.56768, 4.61814], [3.76165, 2.41328, 5.31277], [2.01728, 4.15635, 5.05762], [0.47093, 4.00945, 3.07114], [0.71784, 2.09133, 1.54167], [6.25389, -0.86226, 4.46121], [7.32995, -2.73993, 3.24616], [6.25346, -3.53045, 1.10591], [4.21999, -2.39919, 0.32057], [1.92893, -4.18117, 1.65812], [1.63134, -3.90466, 0.37967], [1.73300, -2.74594, -0.18890], [1.47826, -2.81356, -1.54068], [1.58389, -1.79092, -2.47808], [1.30142, -2.05566, -3.80444], [0.93098, -3.32563, -4.22794], [0.85092, -4.36858, -3.32463], [1.12195, -4.09815, -1.99871], [1.13338, -5.23777, -0.67736], [1.95056, -3.40431, 2.30890], [1.66369, -5.08753, 2.00655], [1.91114, -0.81705, -2.16187], [1.36547, -1.26070, -4.53191], [0.71635, -3.51104, -5.26872], [0.58732, -5.36849, -3.63459], [2.02847, 2.23887, -1.81931], [2.00202, 1.10447, -0.81788], [3.08964, 0.56233, -0.47538], [0.89073, 0.63211, -0.33261], [-1.16020, 1.44425, -0.31814], [-3.02165, 2.67118, -0.83565], [-2.96662, 3.99940, -1.24009], [-1.67673, 4.66223, -1.62561], [-4.13322, 4.75663, -1.30399], [-5.35858, 4.21821, -0.95662], [-6.61474, 5.03681, -0.97238], [-5.39733, 2.89013, -0.55496], [-4.25133, 2.11446, -0.48334], [-4.35458, 0.69983, 0.00135], [-1.60011, -0.06134, -1.76250], [-1.74895, 0.24983, -3.10867], [-1.65276, 1.66014, -3.60654], [-2.02111, -0.77456, -4.00875], [-2.15631, -2.08984, -3.59893], [-2.50388, -3.18217, -4.56318], [-1.98033, -2.37917, -2.25429], [-1.69599, -1.38630, -1.33417], [-1.50441, -1.74929, 0.10053], [3.06384, 2.46525, -2.05931], [1.55071, 3.11955, -1.39381], [1.50232, 1.94219, -2.72440], [-0.82747, 4.07059, -1.27941], [-1.61458, 5.65663, -1.18693], [-1.61724, 4.76706, -2.70966], [-4.06906, 5.78972, -1.61722], [-6.44848, 6.00618, -1.43428], [-6.97130, 5.20092, 0.04490], [-7.39861, 4.51666, -1.51972], [-6.34252, 2.45386, -0.26094], [-5.37707, 0.46821, 0.29220], [-3.70525, 0.55489, 0.86742], [-4.04764, 0.00006, -0.77567], [-0.91454, 2.22297, -3.03106], [-2.61772, 2.15905, -3.49605], [-1.37872, 1.68227, -4.66049], [-2.13952, -0.53127, -5.05609], [-2.60337, -2.80220, -5.57682], [-3.44312, -3.65300, -4.27478], [-1.73569, -3.95240, -4.55182], [-2.06894, -3.40082, -1.91271], [-1.58433, -2.82571, 0.24191], [-2.25546, -1.25763, 0.71971], [-0.51345, -1.42508, 0.43399], [1.03625, -2.05344, 5.11701], [1.37787, -2.09845, 3.74110], [0.70117, -1.36734, 2.79382], [-0.48430, -0.58503, 3.27686], [1.01610, -1.02665, 5.48774], [1.81145, -2.61343, 5.64030], [0.05858, -2.51403, 5.29340], [-1.28283, -1.26873, 3.58452], [-0.85650, 0.04844, 2.47323], [-0.24627, 0.05729, 4.13211]], "forces_ev_per_a": [[-1.2, 0.4, -1.2], [0.4, -0.2, 0.4], [-1.0, 0.4, -0.6], [-0.2, 0.2, 0.1], [0.0, -0.5, -0.6], [0.4, 0.2, 0.7], [-0.2, -0.1, -0.3], [0.6, -0.2, 0.5], [-0.5, -0.5, -1.0], [0.5, -0.3, -0.1], [-0.8, 0.4, -0.3], [0.5, 0.0, 0.4], [-0.1, 0.4, 0.1], [0.3, -0.4, 1.2], [-0.1, 0.0, -0.2], [0.0, 0.0, 0.0], [0.0, 0.1, 0.1], [-0.1, 0.0, -0.1], [0.0, -0.1, -0.1], [0.0, 0.0, 0.1], [0.1, -0.1, 0.1], [0.0, -0.1, -0.1], [-0.2, 0.0, 0.0], [0.0, 0.0, 0.5], [-0.2, -0.5, -0.6], [0.5, 1.0, 1.3], [-0.3, -0.5, -1.2], [0.1, 0.0, 0.2], [0.0, 0.0, 0.0], [0.1, -0.1, 0.0], [0.0, 0.0, 0.0], [0.1, 0.2, 0.2], [0.2, 0.6, 0.2], [0.0, -0.1, 0.0], [0.0, 0.2, 0.1], [-0.1, 0.1, 0.1], [0.0, 0.1, 0.0], [0.0, 0.0, -0.1], [0.0, -0.1, -0.1], [0.3, -0.2, 0.2], [-2.4, 0.2, -0.2], [1.6, -1.6, 1.7], [0.9, -1.8, 1.5], [-0.7, 1.9, -0.7], [0.2, -1.2, 0.5], [0.1, -0.1, 0.0], [0.2, -0.1, 0.1], [-0.1, -0.1, 0.0], [0.1, 0.0, 0.0], [0.0, 0.0, 0.0], [-0.1, -0.1, 0.1], [-0.4, 0.4, -0.1], [-0.2, 0.0, 0.1], [0.3, 0.4, 0.2], [0.0, 0.2, 0.0], [0.0, 0.0, -0.1], [-0.1, -0.1, 0.0], [-0.1, 0.1, 0.0], [0.0, 0.0, 0.0], [0.0, 0.1, -0.1], [-0.1, 0.0, 0.0], [0.1, -0.1, 0.2], [0.1, 0.1, -0.1], [-0.1, 0.0, -0.1], [-0.1, 0.1, -0.1], [0.0, 0.1, -0.1], [0.0, 0.1, 0.0], [0.1, 0.0, -0.1], [0.0, 0.2, -0.1], [0.0, 0.1, -0.1], [-0.1, 0.0, 0.0], [-0.1, 0.0, 0.0], [-0.2, 0.0, 0.0], [-0.1, -0.1, 0.0], [0.0, -0.1, 0.0], [0.0, -0.1, 0.0], [-0.1, 0.0, -0.1], [0.1, 0.1, 0.0], [0.0, 0.0, -0.1], [0.0, 0.0, -0.1], [0.0, 0.0, -0.1], [-0.1, -0.1, -0.1], [0.0, -0.1, -0.1], [0.0, -0.2, 0.0], [0.0, -0.2, 0.0], [0.0, 0.0, 0.1], [-0.2, 0.0, 0.0], [-0.4, -0.1, 0.3], [-0.5, 0.3, -1.0], [3.0, 2.0, -0.9], [0.0, -0.5, -0.4], [0.1, 0.0, 0.0], [-0.1, 0.0, -0.1], [0.1, 0.0, 0.0], [-0.1, 0.1, 0.1], [0.0, -0.1, -0.1], [0.1, -0.1, 0.0]], "mulliken_charge": [3.63, 0.11, 0.61, -0.95, -0.53, -1.21, -0.65, -0.04, 0.61, -0.93, -0.52, -0.97, -0.24, -0.15, 0.19, 0.41, 0.43, 0.55, 0.43, 0.41, 0.43, 0.47, 0.39, -0.27, -0.01, 0.35, -1.54, -0.11, -0.64, -0.54, -0.51, 1.13, -0.38, -0.14, 0.27, 0.47, 0.38, 0.44, 0.41, -1.38, 0.55, -0.83, -0.31, 0.84, -0.74, 1.27, -1.74, -0.85, 0.82, -1.62, -0.97, 1.17, -1.01, -0.33, 0.90, -1.84, -0.90, 0.96, -1.65, -0.90, 1.36, -0.76, 0.43, 0.28, 0.13, -0.08, 0.55, 0.30, 0.34, 0.36, 0.31, 0.36, 0.35, 0.40, 0.04, 0.12, 0.04, 0.32, 0.48, 0.34, 0.34, 0.41, 0.26, 0.35, 0.48, 0.22, -0.56, -0.89, -0.54, 0.45, -1.04, 0.31, 0.27, 0.35, 0.56, -0.33, 0.46]}



Entry 2:
{"formula": "C40H46KN7O10S", "method": "ωB97M-V with the def2-TZVPD basis set", "largest_force_ev_per_a": 1.44, "homo_ev": -2.1, "multiplicity": 1, "charge": -2, "e_tot_ev": -100291.0335, "symbols": ["K", "C", "C", "C", "C", "C", "C", "C", "C", "N", "C", "O", "C", "C", "C", "C", "C", "N", "C", "O", "N", "C", "C", "C", "C", "C", "C", "C", "C", "H", "H", "H", "H", "H", "H", "H", "H", "H", "H", "H", "H", "H", "H", "H", "H", "H", "H", "H", "H", "H", "C", "C", "S", "O", "C", "C", "H", "H", "H", "H", "H", "H", "H", "H", "H", "H", "C", "N", "C", "C", "C", "N", "C", "C", "O", "H", "H", "H", "H", "H", "H", "H", "H", "H", "H", "H", "H", "O", "C", "O", "C", "C", "C", "C", "C", "C", "N", "O", "O", "N", "O", "O", "H", "H", "H"], "positions_angstrom": [[0.03613, -0.80041, 0.54898], [-0.16053, -1.37402, 5.67636], [0.07523, 0.05021, 5.27375], [-0.51279, 1.06432, 5.91322], [-0.31690, 2.49642, 5.52853], [0.42676, 2.63021, 4.18110], [1.27148, 1.51982, 3.70559], [2.16325, 1.75081, 2.52604], [1.00833, 0.27044, 4.13164], [1.41427, -0.85005, 3.42935], [2.50480, -1.49617, 3.75830], [3.34086, -1.23247, 4.65527], [2.71717, -2.78487, 2.96608], [3.62121, -3.70768, 3.47943], [3.75327, -4.93332, 2.85033], [2.99501, -5.18786, 1.72365], [2.15988, -4.18316, 1.23680], [2.01624, -3.00707, 1.84776], [1.42738, -4.48928, -0.05880], [1.05808, -5.67649, -0.22360], [1.37348, -3.49078, -0.92236], [0.92858, -3.82496, -2.19868], [-0.42469, -4.01551, -2.52559], [-1.46280, -3.91452, -1.44959], [-0.77987, -4.29997, -3.83909], [0.17194, -4.40126, -4.84603], [1.51142, -4.24122, -4.51654], [1.89691, -3.97063, -3.20989], [3.34673, -3.89952, -2.82411], [-0.82235, -1.42648, 6.54305], [0.78788, -1.86189, 5.91225], [-0.60129, -1.93175, 4.84867], [-1.17747, 0.86877, 6.75104], [0.12166, 3.07683, 6.34936], [0.94549, 3.59278, 4.13301], [2.26456, 2.81825, 2.30383], [1.76379, 1.25373, 1.63466], [3.16221, 1.33829, 2.68676], [4.17345, -3.42945, 4.36574], [4.43302, -5.68444, 3.23973], [3.02029, -6.13314, 1.20014], [-1.25768, -4.64375, -0.66365], [-2.46417, -4.08864, -1.85052], [-1.45423, -2.92339, -0.98726], [-1.82953, -4.45559, -4.07378], [-0.12374, -4.63555, -5.86340], [2.27809, -4.35868, -5.27868], [3.99270, -3.96210, -3.70405], [3.60138, -4.71780, -2.14614], [3.55755, -2.98136, -2.27359], [-3.58574, 3.97074, -0.87190], [-3.14595, 2.55597, -1.21551], [-1.58883, 2.12507, -0.41440], [-1.31158, 0.71262, -0.81600], [-0.45023, 3.12188, -1.40829], [-0.45810, 2.78395, -2.88949], [-4.54487, 4.19196, -1.34260], [-2.86784, 4.72000, -1.21020], [-3.70253, 4.08290, 0.20705], [-3.05936, 2.36969, -2.28749], [-3.83425, 1.81927, -0.79748], [0.51895, 2.89801, -0.95609], [-0.66701, 4.16995, -1.18717], [-0.54962, 1.70481, -3.02164], [0.47568, 3.09894, -3.35753], [-1.27764, 3.27898, -3.41316], [-2.26739, -1.02748, -3.35976], [-1.20582, -0.70929, -4.29509], [-1.51033, -0.94559, -5.68949], [-0.52874, -0.20442, -6.57255], [0.87731, -0.60307, -6.18006], [1.07966, -0.41912, -4.76009], [2.45895, -0.46584, -4.32590], [0.09357, -0.67922, -3.82130], [0.35020, -0.75992, -2.63305], [-3.15540, -0.44502, -3.62457], [-1.95620, -0.75201, -2.35803], [-2.52059, -2.08975, -3.38739], [-2.52988, -0.59488, -5.87160], [-1.48843, -2.02155, -5.91298], [-0.65563, 0.87227, -6.43166], [-0.70877, -0.43717, -7.62414], [1.61181, 0.01322, -6.70742], [1.06889, -1.64990, -6.45877], [2.98546, 0.43825, -4.64847], [2.96756, -1.33837, -4.74556], [2.48692, -0.53849, -3.24349], [-2.94067, 1.60624, 2.86445], [-1.70259, 1.62134, 2.76274], [-0.95017, 0.87582, 2.10662], [-1.02846, 2.83713, 3.48997], [-0.94970, 3.94227, 2.55009], [-1.24276, 5.20635, 2.90755], [-1.67113, 5.54877, 4.25012], [-1.80791, 4.57325, 5.14887], [-1.59285, 3.11983, 4.90609], [-2.27051, 4.95777, 6.48904], [-2.48126, 4.05310, 7.27538], [-2.46571, 6.13715, 6.74383], [-1.11906, 6.27254, 1.93600], [-0.76124, 5.99918, 0.79846], [-1.37156, 7.41269, 2.30158], [-0.59123, 3.73481, 1.55017], [-1.87943, 6.57526, 4.50486], [-2.51047, 2.56344, 5.10236]], "forces_ev_per_a": [[0.9, -1.1, 0.4], [0.0, 0.0, 0.0], [0.0, 0.0, 0.0], [0.0, 0.0, 0.0], [0.1, 0.1, 0.0], [0.0, -0.1, 0.0], [-0.1, 0.0, 0.0], [0.1, 0.0, 0.0], [0.0, -0.1, 0.0], [0.0, 0.2, -0.1], [0.0, -0.2, 0.0], [0.0, 0.0, 0.0], [0.0, 0.1, 0.0], [0.0, 0.0, 0.0], [0.0, 0.0, 0.0], [0.0, 0.0, 0.0], [0.0, 0.0, 0.0], [0.0, 0.0, -0.1], [0.1, 0.0, -0.1], [0.0, 0.0, 0.0], [-0.3, 0.0, 0.1], [0.1, -0.1, 0.0], [0.0, 0.1, -0.1], [0.0, 0.0, 0.1], [0.0, 0.1, 0.0], [0.0, 0.0, 0.0], [0.0, 0.0, 0.0], [0.0, 0.0, 0.0], [0.0, 0.1, 0.0], [0.0, 0.0, 0.0], [0.0, 0.0, 0.0], [0.0, 0.0, 0.0], [0.0, 0.0, 0.0], [0.0, 0.0, 0.0], [0.0, 0.0, 0.0], [0.0, 0.0, 0.0], [0.0, 0.0, 0.0], [0.0, 0.0, 0.0], [0.0, 0.0, 0.0], [0.0, 0.0, 0.0], [0.0, 0.0, 0.0], [0.0, 0.0, 0.0], [0.0, 0.0, 0.0], [0.0, 0.0, 0.0], [0.0, 0.0, 0.0], [0.0, 0.0, 0.0], [0.0, 0.0, 0.0], [0.0, 0.0, 0.0], [0.0, 0.0, 0.0], [0.0, 0.0, 0.0], [0.0, 0.0, 0.0], [0.0, 0.0, 0.0], [-0.1, 0.0, 0.0], [-0.5, 0.6, -0.4], [0.0, 0.1, 0.0], [0.0, 0.0, 0.0], [0.0, 0.0, 0.0], [0.0, 0.0, 0.0], [0.0, 0.0, 0.0], [0.0, 0.0, 0.0], [0.0, 0.0, 0.0], [0.0, 0.0, 0.0], [0.0, 0.0, 0.0], [0.0, 0.0, 0.0], [0.0, 0.0, 0.0], [0.0, 0.0, 0.0], [0.0, 0.0, 0.0], [0.0, 0.0, 0.0], [0.0, 0.0, 0.0], [0.0, 0.0, 0.0], [0.0, 0.0, 0.0], [0.0, 0.0, 0.0], [0.0, 0.0, 0.0], [0.0, 0.1, 0.1], [0.0, 0.0, -0.1], [0.0, 0.0, 0.0], [0.0, 0.0, 0.0], [0.0, -0.1, 0.0], [0.0, 0.0, 0.0], [0.0, 0.0, 0.0], [0.0, 0.0, 0.0], [0.0, 0.0, 0.0], [0.0, 0.0, 0.0], [0.0, 0.0, 0.0], [0.0, 0.0, 0.0], [0.0, -0.1, 0.0], [0.0, 0.0, 0.0], [0.0, 0.0, 0.0], [0.0, -0.1, 0.0], [-0.3, 0.4, 0.1], [0.2, 0.2, 0.1], [0.0, -0.1, -0.1], [-0.1, 0.1, 0.0], [0.0, -0.1, -0.1], [0.1, 0.1, 0.2], [-0.1, -0.1, -0.1], [-0.3, 0.0, -0.2], [0.1, 0.0, 0.1], [0.1, 0.0, 0.1], [0.1, 0.0, 0.1], [-0.1, 0.0, 0.0], [0.0, 0.0, 0.0], [0.0, 0.0, 0.0], [0.0, 0.0, 0.0], [0.0, 0.0, 0.0]], "mulliken_charge": [1.03, -1.68, 1.76, -1.71, 0.23, -0.43, 0.44, -1.65, -0.35, 0.33, -0.31, -0.86, 0.41, -0.63, -0.44, -0.89, 0.41, 0.20, 0.04, -0.80, -0.07, -0.52, 1.63, -1.63, -0.57, -0.92, -0.98, 1.63, -1.84, 0.43, 0.23, 0.28, 0.28, 0.54, 0.82, 0.44, 0.04, 0.38, 0.49, 0.36, 0.47, 0.43, 0.41, 0.05, 0.35, 0.43, 0.32, 0.42, 0.34, 0.36, -1.24, -0.60, 0.56, -0.79, -0.67, -1.15, 0.42, 0.29, 0.25, 0.31, 0.53, 0.50, 0.42, 0.13, 0.46, 0.28, -0.83, 0.73, -0.58, -0.77, -0.63, 0.37, -1.23, -0.31, -0.24, 0.36, -0.06, 0.26, 0.36, 0.25, 0.29, 0.37, 0.41, 0.28, 0.32, 0.39, 0.31, -0.82, -1.48, -0.12, 2.60, -0.62, -0.95, -0.34, -1.53, 0.40, 1.08, -0.62, -0.72, 0.98, -0.64, -0.71, 0.72, 0.62, 0.69]}



Among the records above, which one has the highest charge? C40H46IrN6O2STe



The highest charge belongs to which entry? C40H46IrN6O2STe



charge of number 2 (C40H46KN7O10S)? -2